ORCA calculation (wB97M-V/def2-TZVPD) on C11H23EuN5O6 as an isolated structure in a non-equilibrium geometry.

Each line ends with the Mulliken charge.
Atoms and positions in Å:
H  2.2819  1.9391  -0.1934  0.37
H  0.2839  -0.7984  1.7000  0.51
N  -2.5514  -1.3286  -0.3763  -0.41
C  -0.9856  2.8485  3.3756  -1.28
H  -0.0846  3.4771  3.2942  0.28
H  -3.1438  -4.2260  0.7208  0.34
N  -0.7818  1.0082  1.6828  0.37
H  -1.2877  1.3937  -4.0889  0.30
H  -0.5196  -0.0469  -3.9087  0.39
H  -1.8106  3.4932  3.7006  0.38
H  1.3999  -3.4886  -3.9971  0.36
O  0.3572  -1.7473  1.2845  -0.59
O  0.1258  0.5027  2.4457  -0.64
H  1.0214  2.5524  -1.1261  0.29
Eu  -0.8917  0.3016  -1.2149  1.73
H  3.5306  2.4406  1.1867  0.31
H  4.1700  1.7156  -0.3486  0.31
N  0.4787  -1.5616  -0.0761  0.35
O  0.2929  -1.3898  -3.9066  -0.85
H  -0.8030  2.0868  4.1418  0.36
O  -2.3935  2.5694  -1.2041  -0.63
C  3.4513  2.4065  0.0979  -0.96
H  -1.8932  -3.5292  1.7974  0.27
H  1.9813  -3.3785  1.0954  0.38
C  -2.6677  -2.2192  0.3637  0.59
H  -3.2843  4.2141  2.1460  0.41
O  -1.0425  0.7078  -3.4410  -0.58
C  1.5924  -3.6729  -2.9380  -1.29
H  3.5154  3.4010  -0.3473  0.32
C  -2.8413  -3.3279  1.2776  -0.97
C  -2.1210  2.7848  1.0739  0.26
H  1.1462  -4.6378  -2.6595  0.29
C  -1.3103  2.2048  2.0798  0.35
H  -3.5644  4.1654  0.3792  0.37
N  -2.1185  2.0335  -0.0663  0.28
C  1.8586  -3.6528  0.0453  -1.48
O  1.2288  1.7070  -0.6904  -0.54
C  1.0307  -2.5740  -2.1102  0.42
H  -3.6148  -3.0875  2.0207  0.33
H  -2.0907  4.9254  1.0401  0.29
C  1.1389  -2.5676  -0.6796  -0.05
H  2.6758  -3.7627  -2.7827  0.32
H  2.8470  -3.8301  -0.3983  0.40
N  0.3697  -1.5110  -2.6157  0.35
C  -2.8036  4.0939  1.1649  -1.32
H  1.3026  -4.5999  -0.0124  0.31

Cartesian forces, eV/Å:
-1.6 -0.6 -0.6
0.3 -1.2 -0.1
-0.1 -1.6 1.3
-0.1 0.1 0.4
-0.2 -0.2 0.0
0.1 0.3 0.1
1.3 0.0 1.0
0.0 -0.4 0.5
0.4 -0.8 -0.1
0.2 -0.1 -0.1
0.0 0.0 0.2
-0.1 0.9 0.6
-1.2 0.9 -0.5
0.3 0.0 0.1
0.7 -0.3 1.3
-0.5 -0.2 -0.2
-0.5 -0.1 -0.1
1.2 -1.8 -0.8
-0.4 0.6 0.1
0.0 0.2 -0.2
0.0 -0.4 0.3
2.2 0.8 0.6
-0.2 0.2 -0.2
0.0 -0.1 -0.2
0.1 1.6 -1.3
0.2 0.0 -0.3
-0.1 0.6 -0.6
0.2 -0.1 -0.2
-0.3 -0.2 -0.1
0.0 -0.4 0.3
0.2 -1.0 -0.7
0.1 0.2 -0.1
0.0 -0.8 -0.7
0.2 0.1 0.2
0.3 0.9 -0.1
0.0 0.0 0.4
-0.3 0.1 -0.1
-1.1 2.0 -1.4
0.2 0.0 -0.3
-0.2 -0.2 0.0
-1.8 2.2 1.4
-0.2 0.0 -0.1
-0.3 0.1 0.0
1.0 -1.6 0.3
-0.2 0.4 0.0
0.1 0.2 0.0

Computed properties:
frontier orbital gap (alpha / beta): 6.76 / 4.61 eV
molecular weight: 473.30 g/mol
E_HOMO (alpha / beta): -10.25 / -10.26 eV
energy: -50829.9856 eV
multiplicity: 7
net charge: +1